[1]
Density functional theory data (wB97M-V/def2-TZVPD) for a cluster of 2 separate species, C2H6N4O in total.

Last column: natural (NBO) charge in e.
Element x y z (Å)
H1 -0.36 -3.55 -0.53  0.35
N1 -0.29 -3.21 0.47  -0.42
N2 -1.18 -2.45 0.90  0.11
N3 -1.28 -1.34 1.28  0.33
O1 -2.11 -0.74 1.93  -0.38
C1 -0.62 0.61 -0.52  -0.51
C2 0.20 1.09 0.37  -0.01
N4 1.51 1.50 0.07  -0.81
H2 -1.75 0.58 -0.16  0.21
H3 -0.51 0.16 -1.52  0.21
H4 -0.09 1.51 1.35  0.21
H5 2.10 1.12 -0.65  0.37
H6 2.08 1.36 0.87  0.36

Its total energy is -373.8288 Ha. As for the HOMO energy (alpha / beta): -8.538 / -8.488 eV. The value obtained for the frontier orbital gap (alpha / beta) is 7.63 / 7.73 eV.

---

[2]
Density functional theory data (wB97M-V/def2-TZVPD) for a structure of composition C35H42Br75N3O3S.

Last column: Mulliken charge in e.
Element x y z (Å)
O1 -0.82 1.19 4.49  -0.31
C1 -1.84 1.78 4.52  0.23
O2 -1.86 3.02 5.16  -0.57
N1 -3.03 1.31 3.90  0.03
C2 -3.03 1.87 2.49  0.26
C3 -4.11 2.95 2.38  -0.70
C4 -3.87 4.12 1.35  -0.58
C5 -2.66 4.03 0.40  2.13
C6 -1.28 4.47 0.97  -0.20
C7 -1.32 5.43 2.17  -0.36
C8 0.04 5.38 2.94  -0.78
S1 1.52 5.48 1.87  -0.27
C9 2.34 3.93 1.90  0.58
N2 2.44 3.08 2.86  -0.52
N3 3.15 2.01 2.45  -0.09
C10 3.50 2.24 1.23  0.34
O3 3.02 3.42 0.85  -0.30
H1 -2.27 3.66 4.56  0.32
H2 -3.78 1.73 4.44  0.38
H3 -2.01 2.22 2.31  -0.05
H4 -3.31 1.03 1.86  -0.38
H5 -5.04 2.44 2.09  0.27
H6 -4.35 3.43 3.34  0.47
H7 -4.76 4.15 0.70  0.08
H8 -3.92 5.05 1.92  0.31
H9 -2.55 3.01 -0.03  -1.61
H10 -2.89 4.67 -0.46  -0.20
H11 -0.67 3.60 1.26  -0.17
H12 -0.72 4.96 0.17  0.60
H13 -2.07 5.16 2.93  0.24
H14 -1.47 6.47 1.87  0.22
H15 0.12 4.47 3.55  0.26
H16 0.09 6.21 3.65  0.60
H17 4.09 1.55 0.61  -0.15
C11 -1.61 5.04 -3.68  -0.38
Br1 0.17 4.49 -3.16  -0.04
Br2 -2.90 3.65 -3.38  -0.05
Br3 -2.11 6.69 -2.83  -0.10
H18 -1.58 5.23 -4.75  0.46
C12 -0.72 0.56 -1.51  0.37
Br4 -2.43 1.08 -0.79  -0.13
Br5 -0.77 0.28 -3.42  0.00
Br6 0.67 1.80 -1.00  0.27
H19 -0.46 -0.39 -1.06  -0.49
C13 -5.91 6.76 -1.74  0.03
Br7 -5.36 7.28 0.03  -0.01
Br8 -6.77 5.03 -1.75  0.05
Br9 -7.01 8.11 -2.57  -0.06
H20 -5.01 6.67 -2.34  0.00
C14 2.43 -1.83 4.64  -0.45
Br10 0.97 -1.44 5.83  0.13
Br11 2.07 -3.40 3.57  -0.02
Br12 2.88 -0.29 3.54  0.39
H21 3.30 -2.06 5.25  0.15
C15 1.12 -3.70 9.31  0.15
Br13 0.22 -3.86 11.01  -0.04
Br14 2.37 -2.23 9.29  -0.04
Br15 1.97 -5.35 8.79  -0.05
H22 0.37 -3.48 8.57  -0.08
C16 -2.86 -1.52 7.90  0.06
Br16 -1.34 -0.64 8.68  -0.04
Br17 -3.43 -0.63 6.28  0.10
Br18 -2.52 -3.40 7.59  -0.06
H23 -3.67 -1.46 8.61  -0.07
C17 1.45 2.71 -6.45  0.15
Br19 3.10 3.44 -5.77  0.01
Br20 0.81 3.69 -7.98  -0.03
Br21 1.61 0.83 -6.83  -0.02
H24 0.71 2.82 -5.67  -0.10
C18 0.40 -3.99 -1.08  -0.37
Br22 0.37 -3.73 -2.99  0.05
Br23 1.54 -5.46 -0.58  -0.04
Br24 0.87 -2.37 -0.17  0.09
H25 -0.61 -4.25 -0.78  0.31
C19 -4.78 0.91 10.70  -0.29
Br25 -5.73 1.95 12.02  0.00
Br26 -5.88 -0.53 10.01  -0.06
Br27 -4.07 2.01 9.30  0.01
H26 -3.94 0.45 11.21  0.34
C20 5.09 -0.48 -1.84  -0.53
Br28 5.75 -2.19 -2.43  -0.04
Br29 3.45 0.01 -2.73  0.11
Br30 4.90 -0.40 0.08  0.01
H27 5.83 0.26 -2.12  0.42
C21 -1.75 -6.73 -4.52  -0.28
Br31 -0.99 -8.36 -5.24  0.11
Br32 -3.39 -6.25 -5.42  0.05
Br33 -1.98 -6.83 -2.62  0.00
H28 -1.05 -5.94 -4.72  0.15
C22 7.13 -0.21 4.40  -0.25
Br34 7.67 0.39 6.15  -0.03
Br35 6.33 -1.97 4.47  -0.03
Br36 5.96 1.05 3.54  0.12
H29 8.02 -0.28 3.80  0.29
C23 2.32 -8.43 -7.16  0.08
Br37 2.35 -8.07 -9.05  -0.02
Br38 3.43 -9.94 -6.70  -0.01
Br39 2.77 -6.87 -6.13  0.04
H30 1.30 -8.70 -6.90  -0.13
C24 10.06 3.17 3.68  -0.32
Br40 10.89 1.87 4.83  0.03
Br41 9.50 2.38 2.01  -0.04
Br42 8.61 4.10 4.55  -0.02
H31 10.81 3.91 3.44  0.33
C25 14.85 -0.32 4.15  -0.32
Br43 14.77 1.24 3.03  -0.01
Br44 15.59 0.08 5.89  0.00
Br45 13.14 -1.19 4.29  -0.01
H32 15.53 -1.02 3.68  0.33
C26 6.79 1.89 -7.17  -0.29
Br46 6.16 1.32 -8.90  0.01
Br47 6.23 0.68 -5.77  0.05
Br48 8.70 2.16 -7.16  -0.03
H33 6.34 2.85 -6.96  0.24
C27 6.20 -5.83 5.24  -0.31
Br49 7.01 -7.16 6.38  -0.05
Br50 5.65 -6.57 3.55  0.00
Br51 4.75 -4.92 6.13  0.07
H34 6.96 -5.09 5.03  0.26
C28 -5.08 -3.47 -8.20  -0.31
Br52 -3.99 -4.77 -9.11  0.02
Br53 -4.02 -2.28 -7.12  0.05
Br54 -6.20 -2.49 -9.43  -0.04
H35 -5.74 -4.01 -7.54  0.33
C29 3.82 4.73 -11.29  -0.30
Br55 4.32 5.28 -9.51  -0.01
Br56 2.97 3.00 -11.28  -0.03
Br57 2.74 6.06 -12.17  -0.03
H36 4.74 4.64 -11.86  0.34
C30 -4.92 4.34 15.61  -0.30
Br58 -4.07 2.67 15.14  -0.02
Br59 -6.53 4.63 14.59  -0.05
Br60 -5.24 4.46 17.51  -0.02
H37 -4.23 5.13 15.36  0.37
C31 -10.78 4.29 -3.10  -0.32
Br61 -10.79 4.53 -5.02  -0.01
Br62 -9.72 2.77 -2.57  -0.04
Br63 -10.23 5.90 -2.19  -0.01
H38 -11.80 4.09 -2.80  0.34
C32 -4.19 0.85 -10.35  -0.17
Br64 -3.10 -0.45 -11.27  0.01
Br65 -3.13 2.01 -9.25  0.04
Br66 -5.31 1.84 -11.57  -0.03
H39 -4.85 0.30 -9.69  0.14
C33 -6.23 -7.46 -10.74  -0.12
Br67 -5.49 -8.89 -9.68  0.01
Br68 -6.68 -8.04 -12.52  -0.02
Br69 -7.72 -6.62 -9.87  -0.01
H40 -5.46 -6.71 -10.84  0.12
C34 1.32 -12.56 -3.79  -0.37
Br70 2.43 -13.84 -4.71  -0.02
Br71 2.36 -11.34 -2.72  -0.01
Br72 0.15 -11.62 -5.00  0.00
H41 0.69 -13.12 -3.11  0.38
C35 -5.44 -2.45 1.81  -0.44
Br73 -4.52 -2.01 3.44  0.08
Br74 -5.85 -0.88 0.77  -0.05
Br75 -4.46 -3.75 0.77  -0.02
H42 -6.38 -2.91 2.08  0.38

Its total energy is -195197.7360 Ha. As for the HOMO energy: -9.123 eV. The value obtained for the frontier orbital gap is 8.63 eV.

---

[3]
Density functional theory data (wB97M-V/def2-TZVPD) for a structure of composition C56H128AsF6NO32P4S8.

Last column: Mulliken charge in e.
Element x y z (Å)
N1 -1.96 3.15 1.50  0.36
H1 -2.48 2.76 2.28  0.25
H2 -1.05 2.72 1.50  0.16
H3 -1.82 4.12 1.75  0.23
H4 -2.30 3.07 0.55  0.41
As1 0.43 0.55 0.05  2.09
F1 1.69 0.01 -1.10  -0.42
F2 1.06 -0.74 1.15  -0.56
F3 -0.81 0.94 1.27  -0.65
F4 -0.40 1.78 -1.12  -0.48
F5 -0.46 -0.90 -0.68  -0.61
F6 1.48 1.92 0.62  -0.52
C1 3.60 -3.67 5.02  -0.74
C2 3.02 -3.14 3.73  -0.54
C3 3.98 -2.17 3.06  -0.42
S1 4.70 -1.37 4.49  1.00
O1 4.06 -0.10 4.86  -0.42
O2 6.13 -1.45 4.22  -0.73
C4 4.28 -2.64 5.73  -0.35
H5 4.21 -4.50 4.66  0.36
H6 2.73 -3.94 5.63  0.36
H7 2.11 -2.55 3.89  0.32
H8 2.74 -4.00 3.13  0.33
H9 3.53 -1.40 2.43  0.23
H10 4.80 -2.72 2.60  0.31
H11 3.49 -2.07 6.22  -0.12
H12 4.90 -2.67 6.63  0.44
C5 -4.89 2.47 8.31  -0.59
C6 -4.08 1.45 7.59  -0.60
C7 -3.39 2.00 6.37  0.13
S2 -3.24 3.82 6.60  0.85
O3 -4.10 4.57 5.68  -0.55
O4 -1.83 4.25 6.61  -0.56
C8 -4.03 3.81 8.31  -0.83
H13 -5.24 2.33 9.34  0.37
H14 -5.83 2.60 7.77  0.30
H15 -4.81 0.74 7.23  0.32
H16 -3.53 0.75 8.22  0.32
H17 -3.57 1.59 5.37  0.45
H18 -2.34 1.72 6.35  -0.43
H19 -4.60 4.71 8.52  0.45
H20 -3.20 3.76 9.01  0.36
C9 4.96 -0.47 -2.15  0.58
C10 3.93 -1.61 -2.09  -0.84
C11 4.61 -2.80 -2.83  -0.71
S3 5.35 -1.98 -4.37  1.12
O5 4.34 -1.96 -5.43  -0.57
O6 6.71 -2.60 -4.55  -0.72
C12 5.45 -0.28 -3.54  -0.57
H21 5.73 -0.81 -1.47  -0.05
H22 4.63 0.46 -1.69  0.33
H23 2.99 -1.53 -2.64  0.01
H24 3.56 -2.00 -1.14  0.31
H25 3.98 -3.62 -3.19  0.28
H26 5.46 -3.11 -2.24  0.37
H27 5.18 0.63 -4.09  0.36
H28 6.50 -0.04 -3.37  0.12
C13 2.61 2.77 6.88  -0.30
C14 3.10 1.61 7.79  -0.93
C15 2.03 0.55 7.70  -0.44
S4 0.45 1.25 7.31  1.08
O7 -0.45 1.07 8.43  -0.74
O8 0.05 0.88 5.98  -0.49
C16 1.18 3.01 7.32  -0.61
H29 2.79 2.55 5.83  0.14
H30 3.03 3.77 7.02  0.46
H31 3.20 1.80 8.86  0.36
H32 4.11 1.23 7.65  0.40
H33 1.69 0.03 8.60  0.55
H34 2.22 -0.24 6.97  -0.11
H35 1.10 3.49 8.29  0.44
H36 0.62 3.61 6.60  0.17
C17 -6.34 6.25 2.83  -0.39
C18 -7.57 5.62 2.42  -0.77
C19 -7.26 4.18 1.93  -0.80
S5 -5.59 4.33 1.11  1.08
O9 -5.86 4.49 -0.31  -0.66
O10 -4.66 3.44 1.68  -0.55
C20 -5.12 5.98 1.79  -0.54
H37 -6.17 5.76 3.78  0.08
H38 -6.31 7.33 2.97  0.40
H39 -8.21 6.04 1.64  0.29
H40 -8.34 5.55 3.18  0.42
H41 -8.00 3.71 1.27  0.44
H42 -7.14 3.60 2.84  0.32
H43 -5.02 6.64 0.93  0.40
H44 -4.14 5.88 2.26  0.29
C21 3.67 5.17 3.87  -0.24
C22 4.02 5.47 2.38  -0.48
C23 2.74 5.14 1.54  -0.46
S6 1.33 5.74 2.66  1.01
O11 0.34 4.61 2.72  -0.38
O12 1.07 7.13 2.34  -0.72
C24 2.38 5.90 4.21  -0.80
H45 4.51 5.34 4.54  0.51
H46 3.50 4.10 3.93  0.03
H47 4.78 4.84 1.92  -0.04
H48 4.35 6.51 2.36  0.36
H49 2.70 4.06 1.43  0.08
H50 2.73 5.63 0.57  0.46
H51 1.72 5.59 5.01  0.39
H52 2.70 6.94 4.23  0.29
C25 0.68 -3.67 -4.97  0.59
C26 0.14 -3.70 -6.37  -0.79
C27 -0.09 -5.15 -6.89  -0.81
S7 1.36 -6.16 -6.09  1.01
O13 2.46 -6.41 -7.10  -0.68
O14 0.76 -7.31 -5.39  -0.60
C28 1.86 -4.68 -5.02  -0.91
H53 -0.07 -3.76 -4.19  -0.02
H54 1.00 -2.66 -4.72  -0.26
H55 0.80 -3.28 -7.12  0.32
H56 -0.79 -3.12 -6.42  0.39
H57 -0.02 -5.08 -7.97  0.40
H58 -1.02 -5.65 -6.63  0.42
H59 2.63 -4.21 -5.63  0.37
H60 2.26 -5.18 -4.15  0.54
C29 -2.28 6.04 -3.41  -0.59
C30 -0.83 6.20 -2.85  -0.70
C31 -0.81 5.20 -1.68  -0.07
S8 -2.39 5.30 -0.80  1.51
O15 -2.30 6.07 0.47  -0.81
O16 -2.90 3.98 -0.88  -0.78
C32 -3.23 6.23 -2.09  -1.06
H61 -2.39 5.12 -3.99  0.15
H62 -2.45 6.72 -4.24  0.46
H63 -0.83 7.27 -2.63  0.34
H64 -0.06 5.97 -3.59  0.42
H65 -0.19 5.39 -0.80  -0.04
H66 -0.61 4.24 -2.16  -0.02
H67 -3.09 7.29 -1.85  0.41
H68 -4.31 6.07 -2.02  0.49
C33 6.62 2.23 1.41  -1.53
C34 7.29 1.31 0.36  -0.27
O17 6.78 1.49 -0.85  0.01
P1 7.12 2.79 -1.90  0.87
O18 7.33 4.10 -1.26  -0.81
O19 8.41 2.21 -2.74  -0.40
C35 9.65 2.06 -2.02  -0.43
C36 10.04 0.63 -2.15  -0.98
O20 5.94 2.74 -2.95  -0.19
C37 4.98 3.79 -2.94  -0.67
C38 3.54 3.25 -3.10  -0.42
H69 7.07 1.82 2.32  0.45
H70 6.61 3.32 1.38  0.36
H71 5.55 2.08 1.45  0.38
H72 8.36 1.46 0.30  0.19
H73 7.26 0.24 0.57  0.48
H74 10.43 2.66 -2.50  0.43
H75 9.77 2.45 -1.00  0.34
H76 9.20 -0.05 -1.95  0.21
H77 10.42 0.64 -3.17  0.37
H78 10.88 0.42 -1.49  0.33
H79 5.10 4.47 -2.09  0.46
H80 5.33 4.42 -3.76  0.34
H81 3.33 2.36 -2.51  0.01
H82 2.81 3.98 -2.75  0.39
H83 3.28 3.02 -4.13  0.05
C39 -3.13 -2.95 2.31  -1.51
C40 -3.30 -4.29 1.51  0.61
O21 -3.88 -5.23 2.44  -0.38
P2 -5.36 -5.99 2.35  0.95
O22 -6.29 -5.59 1.27  -0.71
O23 -4.94 -7.53 2.53  -0.34
C41 -3.89 -8.06 1.67  -0.20
C42 -4.54 -8.52 0.27  -0.74
O24 -6.17 -5.65 3.82  -0.40
C43 -6.97 -6.62 4.52  -0.21
C44 -8.36 -6.44 3.84  -1.04
H84 -4.07 -2.64 2.77  0.42
H85 -2.44 -2.84 3.15  0.36
H86 -3.07 -2.15 1.57  0.37
H87 -4.04 -4.15 0.71  0.10
H88 -2.36 -4.70 1.12  -0.15
H89 -3.01 -7.42 1.67  0.15
H90 -3.47 -8.92 2.19  0.32
H91 -4.98 -7.68 -0.27  0.16
H92 -3.81 -8.97 -0.40  0.12
H93 -5.38 -9.21 0.22  0.43
H94 -6.81 -7.68 4.28  0.17
H95 -7.04 -6.51 5.60  0.41
H96 -8.43 -6.87 2.84  0.26
H97 -9.04 -6.96 4.53  0.43
H98 -8.58 -5.38 3.82  0.24
C45 -2.85 -9.15 -3.53  -0.79
C46 -1.57 -8.41 -3.42  -0.25
O25 -1.75 -7.03 -3.06  0.20
P3 -1.76 -6.47 -1.55  -0.03
O26 -1.74 -7.38 -0.42  -0.80
O27 -3.10 -5.54 -1.52  0.33
C47 -3.61 -4.49 -2.29  -0.09
C48 -4.52 -5.15 -3.33  -1.20
O28 -0.56 -5.36 -1.55  0.09
C49 -0.07 -4.82 -0.37  -0.33
C50 1.45 -4.32 -0.49  -0.79
H99 -2.67 -10.16 -3.91  0.44
H100 -3.27 -9.22 -2.53  -0.01
H101 -3.57 -8.57 -4.11  0.24
H102 -0.87 -8.87 -2.72  0.33
H103 -1.04 -8.44 -4.37  0.28
H104 -4.09 -3.71 -1.70  0.36
H105 -2.84 -3.86 -2.74  0.17
H106 -4.02 -5.94 -3.88  0.12
H107 -5.26 -5.64 -2.70  0.31
H108 -5.05 -4.53 -4.05  0.44
H109 -0.71 -4.04 0.07  0.25
H110 -0.03 -5.46 0.52  0.39
H111 1.57 -4.03 -1.54  -0.05
H112 1.73 -3.61 0.28  0.16
H113 2.04 -5.24 -0.44  0.45
C51 -4.22 2.83 -8.97  -1.26
C52 -3.15 3.02 -7.84  0.01
O29 -2.21 1.91 -8.09  -0.41
P4 -1.10 1.39 -7.03  0.93
O30 -0.52 0.09 -7.38  -0.69
O31 -0.10 2.61 -6.96  -0.23
C53 1.35 2.30 -6.92  -0.04
C54 2.13 3.61 -7.04  -1.24
O32 -1.94 1.37 -5.67  -0.38
C55 -1.34 1.40 -4.43  -0.21
C56 -0.76 0.01 -4.05  -0.78
H114 -4.63 1.82 -9.06  0.33
H115 -5.12 3.45 -8.96  0.38
H116 -3.70 3.03 -9.91  0.29
H117 -2.63 3.95 -8.07  0.18
H118 -3.52 2.88 -6.83  0.29
H119 1.66 1.68 -6.08  0.25
H120 1.60 1.58 -7.70  0.36
H121 3.16 3.41 -7.32  0.38
H122 1.77 4.34 -7.76  0.36
H123 2.08 4.18 -6.11  0.19
H124 -0.47 2.06 -4.48  0.24
H125 -2.00 1.49 -3.58  0.33
H126 -0.48 -0.07 -3.00  0.22
H127 -1.59 -0.68 -4.22  0.34
H128 0.04 -0.34 -4.71  0.20

Its total energy is -12058.9719 Ha. As for the HOMO energy: -9.439 eV. The value obtained for the frontier orbital gap is 9.33 eV.

---

[4]
Density functional theory data (wB97M-V/def2-TZVPD) for a cluster of 2 separate species, CH6NS2 in total.

Last column: natural (NBO) charge in e.
Element x y z (Å)
C1 1.44 -0.98 -1.22  0.16
N1 0.88 0.07 -0.78  -0.58
H1 2.39 -0.91 -1.75  0.24
H2 1.00 -1.94 -0.99  0.23
H3 0.04 0.00 -0.18  0.45
H4 1.19 1.01 -1.02  0.45
S1 -1.61 -0.39 1.40  -0.15
S2 -1.41 1.68 1.17  -0.13
H5 -1.28 -0.41 2.70  0.17
H6 -2.64 1.87 0.67  0.17

Its total energy is -892.5412 Ha. As for the HOMO energy: -13.255 eV. The value obtained for the frontier orbital gap is 7.85 eV. The total charge is +1.

---

[5]
Density functional theory data (wB97M-V/def2-TZVPD) for the molecule C5H8.

Last column: natural (NBO) charge in e.
Element x y z (Å)
C1 1.58 0.36 1.96  -0.42
C2 0.82 0.55 0.80  -0.22
C3 0.68 -0.45 -0.26  -0.25
C4 -0.50 -0.73 -0.97  -0.16
C5 -1.68 0.10 -1.22  -0.67
H1 2.28 -0.52 2.23  0.22
H2 1.61 1.33 2.50  0.20
H3 0.28 1.56 0.59  0.21
H4 1.51 -1.21 -0.37  0.21
H5 -0.39 -1.69 -1.48  0.20
H6 -1.52 1.22 -1.05  0.23
H7 -2.09 -0.26 -2.26  0.24
H8 -2.58 -0.27 -0.47  0.23

Its total energy is -195.2190 Ha. As for the HOMO energy: -8.352 eV. The value obtained for the frontier orbital gap is 9.28 eV.

---

[6]
Density functional theory data (wB97M-V/def2-TZVPD) for the molecule C6H12FN.

Last column: natural (NBO) charge in e.
Element x y z (Å)
C1 -0.64 -0.57 -1.44  -0.63
C2 -0.54 -0.27 0.09  0.12
C3 -1.92 -0.49 0.73  -0.61
C4 -0.03 1.20 0.20  -0.46
C5 1.47 1.06 -0.01  0.18
F1 1.88 1.41 -1.35  -0.39
C6 1.77 -0.40 0.29  -0.28
N1 0.50 -1.05 0.65  -0.61
H1 -0.72 -1.66 -1.53  0.21
H2 -1.51 -0.12 -1.96  0.21
H3 0.24 -0.30 -2.00  0.22
H4 -2.25 -1.52 0.53  0.22
H5 -2.70 0.23 0.40  0.22
H6 -1.81 -0.37 1.82  0.20
H7 -0.18 1.59 1.22  0.20
H8 -0.59 1.86 -0.47  0.23
H9 1.95 1.78 0.67  0.18
H10 2.23 -0.77 -0.62  0.22
H11 2.45 -0.61 1.11  0.21
H12 0.41 -0.98 1.67  0.35

Its total energy is -390.4281 Ha. As for the HOMO energy: -9.300 eV. The value obtained for the frontier orbital gap is 10.21 eV.